The following is a quantum chemistry calculation of a 2-piece molecular cluster, C4H13N3S overall, from the Open Molecules 2025 dataset.

```
21
Properties=species:S:1:pos:R:3:forces:R:3
C -0.53153 0.87163 2.43662 0.0 0.1 0.0
C -1.51209 0.19277 1.47091 0.1 0.0 -0.1
S -2.27279 1.41434 0.42207 0.1 -0.2 0.0
N 0.16482 -0.17689 3.12409 0.1 0.0 0.2
H 0.19213 1.45511 1.86659 0.0 0.0 0.0
H -1.09124 1.56841 3.07551 0.0 0.0 0.0
H -1.02849 -0.54717 0.82459 0.1 0.0 0.0
H -2.30038 -0.32896 2.02751 -0.1 0.0 0.0
H -2.77461 0.55863 -0.49445 0.0 0.1 0.0
H 1.02513 0.14677 3.54796 0.0 -0.1 -0.1
H -0.39278 -0.63015 3.83790 0.0 0.0 0.0
C 0.75042 1.00376 -2.08522 -0.3 -0.2 0.1
N 1.34985 -1.72096 -1.60394 0.0 -0.1 -0.3
C 1.21459 -1.13564 -2.92657 -0.1 -0.5 0.4
N 0.88721 0.04897 -3.16579 0.2 0.2 -0.1
H -0.21860 1.50044 -2.18631 0.0 0.1 -0.1
H 1.51640 1.76888 -2.19972 0.0 0.1 0.0
H 0.83185 0.54710 -1.09224 0.1 0.0 0.0
H 0.61637 -2.42427 -1.52684 0.0 0.1 0.1
H 2.19799 -2.28444 -1.60009 0.1 0.1 0.1
H 1.37575 -1.82832 -3.75259 0.0 0.2 -0.2
```
Positions in Å, forces in eV/Å.

## Properties
**Relative energy (zero: lowest compared OMol25 entry of this formula, charge and spin)**: 57.1 kcal per mole
**Charge**: +1
**Total energy**: -19654.4077 eV
**F_max**: 0.68 eV/Å
**2S+1**: 2

The following is a quantum chemistry calculation of a 2-piece molecular cluster, C4H13N4O overall, from the Open Molecules 2025 dataset.

```
22
Properties=species:S:1:pos:R:3:forces:R:3
C -0.14981 -2.02502 -2.95455 1.6 0.4 -1.2
C 0.38103 0.14519 -1.84109 -2.2 -2.1 -0.4
N -0.56150 -0.23293 -0.90233 0.8 -0.9 0.0
N 0.66357 -0.73909 -2.87508 -0.7 -0.2 2.2
N 0.74631 1.43593 -1.90003 0.9 0.2 -0.4
H -0.86763 -1.21356 -0.84516 0.6 0.8 -0.6
H -0.54479 0.05336 0.11899 0.7 1.0 -1.1
H 1.51151 -0.66788 -3.42937 -0.4 0.4 0.3
H 0.77042 1.92591 -2.78968 0.4 -0.5 0.2
H 1.09630 1.94655 -1.10439 -0.5 -0.2 0.2
H -0.87781 -1.72768 -3.72700 -0.4 -1.1 0.9
H -0.42964 -2.34157 -1.96863 -1.0 0.3 0.1
H 0.39157 -2.97956 -3.21900 0.2 1.6 -0.5
C -1.60726 -0.06534 2.70425 -0.7 2.2 0.9
C -0.19295 0.38411 2.56889 2.4 1.2 0.8
O 0.34167 0.49643 1.45151 -0.7 -0.3 0.9
N 0.58131 0.81488 3.67330 -2.0 -1.3 -2.4
H 1.49454 1.14221 3.43850 0.3 0.2 0.0
H 0.21996 0.98625 4.58216 -0.3 -0.1 0.5
H -2.28968 0.80002 2.43159 0.7 -1.4 0.2
H -1.87774 -0.46329 3.63993 0.1 1.2 2.7
H -1.92419 -1.01744 2.42405 0.1 -1.5 -3.0
```
Positions in Å, forces in eV/Å.

## Properties
**Relative energy (zero: lowest compared OMol25 entry of this formula, charge and spin)**: 58.9 kcal per mole
**Charge**: +1
**Total energy**: -12360.3359 eV
**F_max**: 3.40 eV/Å
**2S+1**: 1